# C18H28F6NO19S2Zr

A structure of composition C18H28F6NO19S2Zr in a non-equilibrium geometry (ωB97M-V/def2-TZVPD, the Open Molecules 2025 dataset).

Atoms and positions in Å:
H 0.115 -3.664 3.074
O -3.513 -1.918 -5.954
O -0.692 2.840 4.939
H 5.346 0.876 -1.669
H 2.099 -2.378 3.399
C -0.734 4.777 -1.598
F -2.029 -2.707 -1.450
H -1.476 4.081 1.596
C 0.124 3.164 3.826
H 0.121 4.243 3.644
N -2.421 -1.109 -3.723
O -0.168 -2.024 -4.480
H -1.565 2.555 0.802
C 1.613 -0.761 5.848
H 0.647 -4.312 4.540
H 4.348 -1.804 -1.613
C -0.523 2.405 2.643
O -2.749 1.951 5.205
O 1.736 -2.032 5.461
F -4.059 -3.899 -3.292
Zr -1.940 0.836 -2.929
O -4.088 0.679 -2.149
H -5.012 0.555 -2.423
H 0.501 0.117 0.949
C 1.302 -2.210 4.120
S -1.423 -2.580 -4.017
O 4.705 0.853 0.244
H 1.154 2.871 4.013
H -0.521 5.423 -2.462
O 3.135 0.437 1.774
C -0.754 -0.201 -0.613
C 5.227 0.122 -0.889
C 6.594 -0.444 -0.526
O -1.839 0.417 -0.688
O 2.102 -0.314 6.829
H 3.617 -0.342 -2.234
C -4.802 -2.919 -3.775
H 6.588 -0.680 0.539
O -0.196 0.598 -4.397
C -1.097 -3.219 -2.259
C -0.105 -0.722 0.612
F -5.505 -2.380 -2.813
H -4.116 0.905 -1.199
H -0.738 -3.185 4.407
C 0.298 -3.369 4.122
H 0.237 4.836 -1.105
F -5.540 -3.444 -4.709
H -0.535 -0.936 3.741
O -2.314 2.994 -1.833
C 4.052 -0.793 -1.342
C 3.724 0.140 0.769
C -0.897 3.180 1.404
H 0.172 1.586 2.444
H -1.445 5.318 -0.983
F 0.102 -2.859 -1.859
O -0.569 2.703 -2.920
H 6.858 -1.298 -1.148
O -0.222 -0.184 -1.774
O 0.830 -0.076 4.988
O -4.572 -0.343 -4.570
C 0.551 -0.897 3.857
H 0.001 3.318 0.801
H 7.369 0.314 -0.629
C -1.182 3.488 -2.141
O 3.334 -0.820 -0.083
F -1.195 -4.527 -2.241
O -1.692 1.846 3.246
H 0.439 -1.627 0.360
C -1.801 2.211 4.538
H 0.634 1.055 -4.181
H 0.894 -0.367 2.967
H -0.934 -0.955 1.279
H 0.054 -0.189 -4.923
O -1.933 -3.680 -4.783
S -3.730 -1.525 -4.603

calculated total energy = -3629.5142 a.u.
spin multiplicity = 1
HOMO = -12.43 eV
net charge = +1
orbital gap = 7.07 eV
LUMO = -5.3616 eV